No. 1
The following is a DFT calculation (ωB97M-V with the def2-TZVPD basis set) of a molecular structure, C11H8BaBr4NO.

Cartesian coordinates (Å):
Ba: 1.13 -1.94 -0.39
Br: 1.01 -4.97 -1.97
C: 2.83 -4.92 -2.60
Br: 3.80 -3.36 -1.99
H: 2.81 -4.89 -3.68
H: 3.34 -5.79 -2.21
C: -0.44 0.77 -2.70
C: -0.69 1.20 -1.28
C: -1.38 2.40 -0.99
C: -1.59 2.76 0.30
C: -1.12 1.94 1.36
C: -1.29 2.23 2.73
Br: -2.21 3.79 3.28
C: -0.81 1.39 3.68
C: -0.12 0.22 3.30
Br: 0.53 -0.92 4.65
C: 0.08 -0.13 1.99
O: 0.73 -1.23 1.61
C: -0.43 0.76 0.99
N: -0.24 0.42 -0.32
H: -0.85 1.48 -3.41
H: -0.91 -0.20 -2.90
H: 0.63 0.69 -2.90
H: -1.74 3.01 -1.81
H: -2.12 3.67 0.54
H: -0.94 1.61 4.73

Calculated values
M in g mol⁻¹: 627.1
HOMO energy in eV: -10.54
Multiplicity: 1
LUMO energy in eV: -3.570
Net charge: +1

Mulliken atomic charge list, values in e, 8 entries: 1.624 -0.133 -0.399 -0.133 0.350 0.343 -1.321 0.649

=====

No. 2
The following is a DFT calculation (ωB97M-V with the def2-TZVPD basis set) of a molecular structure, C11H8F3I2LaNO9S.

Cartesian coordinates (Å):
La: -12.41 -7.33 5.99
I: -15.78 -7.18 4.82
C: -16.08 -9.08 5.90
I: -14.26 -9.83 6.83
H: -16.41 -9.82 5.18
H: -16.84 -8.95 6.69
O: -6.44 -3.40 4.96
C: -7.46 -3.21 4.29
O: -7.92 -2.38 3.50
C: -8.44 -4.33 4.54
C: -8.05 -5.45 5.32
C: -8.99 -6.45 5.42
N: -10.23 -6.35 4.89
C: -10.62 -5.32 4.16
C: -9.73 -4.25 4.00
C: -11.99 -5.28 3.49
O: -12.37 -4.16 3.07
O: -12.56 -6.41 3.55
H: -7.09 -5.59 5.83
H: -8.82 -7.40 5.95
H: -10.12 -3.42 3.42
F: -12.64 -4.49 6.61
C: -12.32 -4.80 7.93
F: -12.02 -3.69 8.55
F: -11.13 -5.51 7.79
C: -13.40 -5.73 8.55
O: -13.39 -5.69 9.77
O: -14.03 -6.36 7.66
C: -9.23 -9.80 8.42
S: -10.89 -9.56 7.78
O: -10.79 -9.30 6.26
O: -11.72 -10.73 8.14
O: -11.37 -8.19 8.26
H: -8.78 -10.64 7.90
H: -9.35 -10.00 9.51
H: -8.69 -8.87 8.29

Calculated values
M in g mol⁻¹: 780.0
HOMO energy in eV: -5.03
Multiplicity: 1
LUMO energy in eV: 0.662
Net charge: -1
Energy above the lowest of the compared OMol25 structures with the same formula, charge and spin in kJ/mol: 48.6

Mulliken atomic charge list, values in e, 8 entries: 1.821 0.109 -0.906 0.216 0.448 0.383 -0.719 0.429

=====

no.,HOMO-LUMO gap (eV)
1,6.97
2,5.69